[1]
ORCA calculation (ωB97M-V/def2-TZVPD) on a structure of composition C43H29N10O4Pt.

## Properties
**Gap between HOMO and LUMO (alpha / beta)**: 4.56 / 6.32 eV
**Spin multiplicity**: 5
**Net charge**: -1
**Energy above the lowest of the compared OMol25 structures with the same formula, charge and spin**: 0.0 kJ/mol
**HOMO (alpha / beta)**: -2.897 / -6.237 eV
**LUMO level (alpha / beta)**: 1.7 / 0.1 eV

Cartesian coordinates (Å):
Pt: 0.348 0.582 -0.113
C: -5.739 3.036 0.240
C: -5.187 3.867 1.232
C: -3.859 3.757 1.599
C: -3.080 2.804 0.946
C: -1.694 2.432 1.091
N: -0.873 2.952 2.008
C: 0.378 2.553 2.142
C: 1.270 3.046 3.188
C: 1.060 3.948 4.220
C: 2.118 4.210 5.075
C: 3.360 3.581 4.898
C: 3.568 2.680 3.867
C: 2.503 2.419 3.013
C: 2.381 1.544 1.866
N: 3.374 0.810 1.384
C: 3.227 -0.034 0.390
N: 2.091 -0.382 -0.294
C: 2.366 -1.310 -1.253
N: 1.545 -1.912 -2.083
C: 0.243 -1.625 -2.141
N: -0.431 -0.566 -1.563
C: -1.773 -0.665 -1.799
N: -2.762 0.110 -1.377
C: -2.579 1.099 -0.499
N: -1.439 1.450 0.168
C: -3.631 1.976 -0.040
C: -4.971 2.081 -0.400
C: -1.976 -1.827 -2.647
C: -3.133 -2.383 -3.178
C: -3.009 -3.541 -3.927
C: -1.751 -4.132 -4.140
C: -0.600 -3.579 -3.610
C: -0.726 -2.413 -2.859
C: 3.799 -1.603 -1.184
C: 4.594 -2.469 -1.913
C: 5.945 -2.525 -1.596
C: 6.477 -1.735 -0.571
C: 5.673 -0.871 0.159
C: 4.328 -0.816 -0.167
N: 1.093 1.677 1.386
H: -6.784 3.146 -0.021
H: -5.817 4.602 1.717
H: -3.427 4.384 2.367
H: 0.095 4.423 4.343
H: 1.989 4.907 5.893
H: 4.169 3.806 5.583
H: 4.520 2.189 3.723
H: -5.387 1.431 -1.158
H: -4.095 -1.919 -3.001
H: -3.890 -4.005 -4.350
H: -1.687 -5.042 -4.724
H: 0.371 -4.032 -3.760
H: 4.167 -3.076 -2.700
H: 6.598 -3.189 -2.148
H: 7.534 -1.802 -0.346
H: 6.071 -0.258 0.957
C: 1.763 3.245 -3.170
C: 0.626 2.797 -2.237
C: -0.510 2.245 -3.096
C: 0.157 4.012 -1.427
N: 1.269 1.840 -1.346
H: 1.423 4.047 -3.829
H: 2.101 2.409 -3.783
H: 2.609 3.601 -2.582
H: -0.780 2.989 -3.849
H: -1.400 2.025 -2.515
H: -0.199 1.335 -3.611
H: -0.249 4.762 -2.110
H: 0.994 4.453 -0.883
H: -0.618 3.751 -0.712
O: 1.255 -1.850 2.151
C: 0.120 -1.826 1.710
O: -0.508 -0.827 1.187
C: -0.760 -3.057 1.859
C: -1.914 -3.201 1.096
C: -2.672 -4.358 1.184
C: -2.259 -5.343 2.060
C: -1.121 -5.228 2.837
C: -0.365 -4.074 2.721
N: -3.069 -6.579 2.173
O: -4.089 -6.651 1.513
O: -2.697 -7.430 2.959
H: -2.210 -2.399 0.432
H: -3.563 -4.500 0.590
H: -0.840 -6.031 3.502
H: 0.550 -3.947 3.283

Atom charges from the Löwdin analysis, given in e for atoms 1 to 4: 1.568 -0.096 -0.096 -0.019

[2]
ORCA calculation (ωB97M-V/def2-TZVPD) on a cluster of 5 separate species, C43H30F2N2O10S in total at a distorted geometry.

## Properties
**Gap between HOMO and LUMO**: 6.65 eV
**SMILES**: C#CCN1c2ccccc2Sc2cc(CCF)c(C(=O)NC(=O)F)cc21.O=C1C=CC(=O)C=C1.O=C1C=CC(=O)C=C1.O=C1C=CC(=O)C=C1.O=C1C=CC(=O)C=C1
**HOMO**: -8.554 eV
**LUMO level**: -1.9 eV

Cartesian coordinates (Å):
C: 2.532 -2.615 0.360
C: 3.087 -1.609 1.010
C: 4.123 -0.455 1.509
N: 3.550 0.941 1.360
C: 4.721 1.779 0.940
C: 5.438 2.772 1.970
C: 6.678 3.680 1.590
C: 7.261 3.633 0.114
C: 6.569 2.670 -0.955
C: 5.334 1.776 -0.544
S: 4.443 0.629 -1.740
C: 2.655 0.847 -1.214
C: 1.439 0.917 -2.205
C: -0.034 1.158 -1.609
C: -1.228 1.255 -2.681
C: -1.682 2.785 -2.932
F: -1.354 3.684 -1.812
C: -0.311 1.320 -0.071
C: -1.719 1.609 0.620
O: -1.690 2.222 1.758
N: -3.049 1.203 0.115
C: -4.012 2.124 0.830
O: -4.169 3.283 0.312
F: -4.766 1.746 1.984
C: 0.955 1.224 0.911
C: 2.441 0.989 0.370
H: 2.066 -3.403 -0.343
H: 4.258 -0.634 2.643
H: 5.167 -0.572 1.030
H: 5.030 2.814 3.059
H: 7.130 4.359 2.420
H: 8.163 4.301 -0.112
H: 6.972 2.635 -2.045
H: 1.618 0.818 -3.335
H: -2.106 0.537 -2.418
H: -0.811 0.868 -3.699
H: -1.090 3.158 -3.860
H: -2.822 2.877 -3.083
H: -3.194 1.433 -0.882
H: 0.836 1.324 2.052
C: -8.433 -2.749 0.762
C: -8.174 -3.005 2.045
C: -7.353 -2.086 2.860
O: -7.114 -2.320 4.031
C: -6.832 -0.870 2.199
C: -7.092 -0.614 0.916
C: -7.913 -1.533 0.101
O: -8.152 -1.299 -1.070
H: -9.032 -3.412 0.150
H: -8.548 -3.891 2.545
H: -6.233 -0.207 2.811
H: -6.718 0.272 0.417
C: -1.624 6.096 6.082
C: -0.437 5.587 5.751
C: -0.287 4.684 4.590
O: 0.798 4.217 4.288
C: -1.502 4.369 3.811
C: -2.690 4.879 4.143
C: -2.840 5.781 5.303
O: -3.924 6.249 5.605
H: -1.752 6.759 6.929
H: 0.464 5.809 6.311
H: -1.374 3.706 2.963
H: -3.590 4.657 3.582
C: -2.876 -3.952 -1.485
C: -2.028 -2.925 -1.555
C: -0.739 -3.043 -2.268
O: 0.038 -2.106 -2.330
C: -0.426 -4.342 -2.901
C: -1.275 -5.369 -2.831
C: -2.564 -5.251 -2.118
O: -3.340 -6.187 -2.055
H: -3.825 -3.884 -0.967
H: -2.242 -1.967 -1.098
H: 0.522 -4.411 -3.419
H: -1.061 -6.327 -3.288
C: 3.921 -4.105 -2.819
C: 4.768 -3.076 -2.880
C: 6.061 -3.188 -3.587
O: 6.835 -2.250 -3.642
C: 6.378 -4.484 -4.224
C: 5.531 -5.513 -4.163
C: 4.238 -5.400 -3.456
O: 3.462 -6.338 -3.401
H: 2.971 -4.040 -2.305
H: 4.549 -2.121 -2.419
H: 7.329 -4.549 -4.738
H: 5.748 -6.469 -4.623

Atom charges from the Löwdin analysis, given in e for atoms 1 to 4: 0.078 -0.067 -0.169 -0.117